Molecular formula: C48H132N12O12
Method: DFT, ωB97M-V/def2-TZVPD

Structure (XYZ):
```
204
Properties=species:S:1:pos:R:3
C 4.25 -2.77 -4.51
O 3.16 -2.35 -3.70
C 2.10 -3.31 -3.58
C 1.35 -3.57 -4.95
C 0.67 -2.26 -5.53
N 0.25 -4.44 -4.81
H 4.86 -1.93 -4.84
H 3.93 -3.29 -5.41
H 4.93 -3.42 -3.97
H 2.55 -4.13 -3.03
H 1.43 -2.80 -2.88
H 2.00 -3.98 -5.73
H 0.26 -2.42 -6.53
H 1.35 -1.42 -5.64
H -0.10 -1.91 -4.85
H -0.18 -4.63 -5.70
H 0.50 -5.37 -4.51
C 8.09 -1.07 -1.32
O 7.17 -2.01 -0.80
C 5.89 -1.93 -1.40
C 4.77 -2.61 -0.56
C 4.64 -4.17 -0.74
N 3.56 -1.96 -0.91
H 7.77 -0.03 -1.41
H 8.56 -1.46 -2.23
H 8.96 -0.99 -0.67
H 5.64 -0.87 -1.49
H 5.86 -2.24 -2.45
H 4.92 -2.44 0.51
H 3.68 -4.46 -0.31
H 5.38 -4.85 -0.33
H 4.60 -4.42 -1.80
H 3.24 -2.09 -1.86
H 2.80 -2.34 -0.36
C 7.04 3.57 -3.22
O 6.23 2.63 -3.92
C 5.34 1.99 -3.01
C 4.45 0.93 -3.68
C 3.92 1.40 -5.04
N 3.33 0.47 -2.85
H 6.61 4.57 -3.29
H 7.97 3.54 -3.79
H 7.33 3.39 -2.19
H 5.94 1.43 -2.29
H 4.71 2.70 -2.48
H 5.17 0.12 -3.82
H 3.20 0.68 -5.44
H 4.71 1.38 -5.79
H 3.45 2.37 -4.91
H 3.08 -0.45 -3.20
H 3.59 0.22 -1.90
C -1.17 3.02 4.07
O -0.79 3.83 2.94
C 0.62 4.08 2.90
C 0.87 5.15 1.80
C 1.13 4.44 0.50
N 1.95 6.16 2.07
H -2.23 2.86 3.92
H -1.13 3.53 5.04
H -0.62 2.08 4.16
H 1.08 4.44 3.81
H 1.18 3.17 2.74
H -0.07 5.69 1.74
H 0.36 3.69 0.31
H 2.10 3.94 0.49
H 1.21 5.14 -0.33
H 1.97 6.77 1.27
H 1.55 6.70 2.83
C -2.58 3.67 -3.06
O -1.85 4.44 -2.07
C -2.43 5.61 -1.41
C -2.49 6.79 -2.41
C -1.10 7.14 -2.96
N -2.87 8.07 -1.82
H -2.92 4.34 -3.85
H -3.43 3.12 -2.65
H -1.97 2.92 -3.57
H -3.43 5.47 -1.01
H -1.77 5.91 -0.59
H -3.20 6.55 -3.20
H -0.55 6.34 -3.45
H -0.45 7.51 -2.16
H -1.17 7.99 -3.64
H -3.87 8.09 -1.68
H -2.71 8.75 -2.55
C -1.29 -0.38 5.79
O -0.86 0.68 6.65
C -1.49 0.77 7.93
C -1.01 2.03 8.64
C 0.40 2.04 9.17
N -1.81 2.22 9.83
H -2.27 -0.06 5.44
H -1.53 -1.26 6.39
H -0.58 -0.62 5.00
H -2.56 0.86 7.76
H -1.34 -0.20 8.40
H -1.20 2.94 8.08
H 0.81 1.12 9.59
H 0.55 2.87 9.86
H 1.10 2.26 8.36
H -1.57 1.42 10.40
H -1.39 3.03 10.25
C -5.97 2.92 -8.06
O -6.09 1.53 -7.84
C -4.90 0.99 -7.25
C -4.74 1.13 -5.69
C -3.41 0.59 -5.10
N -5.83 0.55 -4.99
H -5.00 3.24 -8.44
H -6.18 3.48 -7.15
H -6.84 3.17 -8.65
H -4.95 -0.10 -7.29
H -3.96 1.36 -7.67
H -4.61 2.19 -5.49
H -3.29 -0.47 -5.31
H -3.46 0.71 -4.01
H -2.53 1.15 -5.43
H -6.63 0.75 -5.57
H -5.87 -0.45 -5.13
C 0.58 -5.32 1.54
O 0.06 -4.41 2.55
C -1.30 -4.66 2.94
C -1.68 -3.83 4.17
C -0.77 -4.06 5.45
N -3.06 -4.11 4.57
H 0.11 -5.02 0.61
H 0.38 -6.37 1.78
H 1.65 -5.11 1.47
H -1.97 -4.46 2.10
H -1.46 -5.70 3.23
H -1.52 -2.78 3.95
H -1.09 -3.48 6.31
H 0.25 -3.75 5.19
H -0.56 -5.09 5.74
H -3.13 -5.02 4.99
H -3.34 -3.44 5.27
C -3.00 1.62 -0.17
O -3.60 0.63 0.58
C -4.23 1.14 1.79
C -4.92 -0.03 2.52
C -3.89 -1.08 2.94
N -6.06 -0.50 1.75
H -3.66 2.46 -0.40
H -2.86 1.24 -1.18
H -2.04 1.95 0.21
H -3.47 1.54 2.46
H -4.94 1.93 1.56
H -5.19 0.50 3.42
H -3.06 -0.56 3.42
H -3.47 -1.58 2.06
H -4.41 -1.85 3.52
H -5.62 -1.17 1.13
H -6.36 0.26 1.15
C -5.23 -1.07 -1.75
O -4.50 -2.00 -2.53
C -3.16 -2.09 -2.12
C -2.43 -3.09 -2.98
C -3.14 -4.52 -2.98
N -1.08 -3.33 -2.64
H -5.19 -1.32 -0.69
H -6.23 -0.99 -2.18
H -4.74 -0.10 -1.80
H -2.69 -1.13 -2.30
H -3.09 -2.41 -1.08
H -2.55 -2.73 -4.00
H -2.59 -5.23 -3.59
H -4.15 -4.41 -3.39
H -3.24 -4.83 -1.94
H -0.52 -2.50 -2.81
H -0.69 -3.95 -3.34
C -0.18 0.87 -2.93
O -0.55 0.12 -1.78
C 0.47 0.24 -0.77
C 0.09 -0.87 0.30
C 1.05 -0.78 1.55
N 0.34 -2.24 -0.11
H -0.06 1.92 -2.69
H -0.87 0.83 -3.78
H 0.75 0.58 -3.41
H 1.51 0.01 -1.01
H 0.33 1.18 -0.24
H -0.94 -0.81 0.67
H 1.10 0.21 2.00
H 2.06 -1.12 1.31
H 0.68 -1.28 2.44
H -0.47 -2.53 -0.64
H 0.38 -2.87 0.68
C 2.44 -0.21 7.39
O 3.26 -1.02 6.60
C 2.56 -1.99 5.75
C 3.63 -2.37 4.72
C 3.26 -3.41 3.70
N 4.86 -2.84 5.41
H 2.97 0.25 8.22
H 1.55 -0.78 7.66
H 2.10 0.52 6.65
H 2.18 -2.79 6.39
H 1.78 -1.37 5.32
H 3.86 -1.47 4.15
H 2.55 -2.95 3.01
H 2.81 -4.26 4.20
H 4.09 -3.86 3.15
H 4.86 -2.26 6.24
H 4.59 -3.70 5.85
```

Energy above the lowest of the compared OMol25 structures with the same formula, charge and spin   5.639 eV
Molar mass   1069.7 g/mol
Largest force on an atom   3.78 eV Å⁻¹
DFT total energy   -94357.6393 eV